Entry 1:
DFT (ωB97M-V/def2-TZVPD) results for one molecule with the formula CH6NOP in a non-equilibrium geometry.

The largest force on an atom comes out at 3.38 eV Å⁻¹. The SMILES is CPNO. The value obtained for the lowest unoccupied orbital energy is 0.9 eV. Its orbital gap is 9.110 eV. For the relative energy (zero: lowest compared OMol25 entry of this formula, charge and spin), the calculation gives 409.9 kJ/mol. The highest occupied orbital energy comes out at -8.252 eV.

Each line ends with the Mulliken charge.
Element x y z (Å)
P1 0.9281 0.4040 0.6467  0.10
O1 -1.1542 -1.8682 0.9584  -0.42
N1 -0.6840 -0.4436 0.8791  -0.29
C1 0.6832 0.6671 -1.1810  -0.84
H1 -0.3436 1.1109 -1.1725  0.32
H2 -1.0661 -0.2735 1.7969  0.22
H3 -1.1112 -2.1400 0.0901  0.30
H4 1.6773 1.2598 -1.4469  0.31
H5 0.7948 -0.3514 -1.7256  0.24
H6 0.2757 1.6349 1.1548  0.06

=====

Entry 2:
DFT (ωB97M-V/def2-TZVPD) results for C28H24Cl3CuF10N5O5S3 as an isolated structure.

The largest force on an atom comes out at 0.57 eV Å⁻¹. The spin multiplicity is 2. The value obtained for the lowest unoccupied orbital energy (spin up / spin down) is 0.4 / -1.1 eV. The expectation value of S² is 0.759. Its orbital gap (spin up / spin down) is 8.368 / 7.127 eV. For the relative energy (zero: lowest compared OMol25 entry of this formula, charge and spin), the calculation gives 30.9 kJ/mol. The highest occupied orbital energy (spin up / spin down) comes out at -7.946 / -8.208 eV.

Each line ends with the Mulliken charge.
Element x y z (Å)
Cu1 -0.2429 0.5775 -2.2696  0.25
Cl1 5.7130 2.4089 4.2570  -0.23
Cl2 2.8194 -2.0344 3.4982  -0.24
Cl3 -3.5210 -1.6919 5.3413  -0.20
S1 1.7850 -1.5949 -2.6413  1.06
S2 -3.5525 -2.8279 2.5914  -0.16
S3 2.6115 0.0467 -0.7388  0.97
F1 4.4040 1.7978 -0.0942  -0.20
F2 3.3125 -3.6208 -3.2116  -0.20
F3 1.6029 -4.1270 -1.9877  -0.19
F4 1.3292 -3.6630 -4.0825  -0.19
F5 -2.1196 -1.9317 -3.6438  -0.38
F6 -3.9463 1.4736 -0.8883  -0.41
F7 -3.7557 -3.6987 -2.5136  -0.36
F8 -5.6015 -0.2918 0.1592  -0.37
F9 4.6107 1.0346 -2.1097  -0.20
F10 5.1917 -0.1907 -0.4274  -0.20
O1 0.3756 -1.4746 -2.2587  -0.59
O2 2.3164 0.0149 0.6576  -0.23
O3 1.8211 0.9551 -1.5786  -0.46
O4 -0.0535 -0.8251 4.9757  -0.52
O5 2.1867 -0.9187 -3.8428  -0.70
N1 0.0306 1.9053 -3.9312  0.71
N2 2.7406 -1.3883 -1.3917  -0.67
N3 -0.7090 1.1356 -0.2823  1.22
N4 -0.6719 1.1471 1.9127  0.36
N5 -2.0511 0.6747 -2.9824  0.18
C1 -0.3498 2.3964 0.1495  -1.16
C2 1.2701 2.6917 -3.9261  -1.21
C3 4.3216 0.7126 -0.8560  0.43
C4 -0.3496 -2.2284 4.9548  -1.00
C5 2.0296 -3.3770 -2.9949  0.41
C6 4.1587 1.6460 4.1233  0.30
C7 -3.8751 0.2070 -1.3391  0.78
C8 -2.1086 -3.3539 1.8378  -0.40
C9 1.6650 0.4141 3.8676  -0.62
C10 -0.9024 0.4232 0.8032  -0.96
C11 -2.7001 -2.3991 4.0112  0.79
C12 4.0922 0.2862 3.8770  -0.85
C13 -1.0305 -3.1932 2.6507  -0.74
C14 -0.0359 1.1114 -5.1744  -1.24
C15 -2.2670 2.1207 -2.9698  -0.54
C16 1.7797 1.7716 4.1403  -0.24
C17 -1.3594 -2.6210 3.9179  0.20
C18 -4.7400 -0.7156 -0.7823  0.30
C19 -0.3377 2.4198 1.5060  -0.67
C20 -2.9505 -1.5093 -2.6861  0.19
C21 -4.7273 -2.0434 -1.1490  -0.54
C22 -2.9475 -0.1485 -2.3287  -0.11
C23 -1.1696 2.7712 -3.8325  -1.07
C24 2.8500 -0.3114 3.7616  1.18
C25 -0.8152 0.6523 3.2761  -1.70
C26 3.0092 2.3984 4.2705  -1.21
C27 0.3250 -0.2673 3.7182  1.14
C28 -3.8051 -2.4209 -2.1073  0.30
H1 -0.1137 3.1919 -0.5374  0.49
H2 -1.5331 2.9995 -4.8386  0.41
H3 0.0062 1.7822 -6.0410  0.42
H4 2.1223 2.0178 -3.9913  0.24
H5 -0.9671 0.5523 -5.1887  0.29
H6 -2.1388 -3.7614 0.8395  0.56
H7 4.9934 -0.3012 3.7754  0.45
H8 0.8886 2.3726 4.2569  0.45
H9 -1.2051 -0.6135 0.8330  0.77
H10 -1.7501 0.1029 3.3475  0.24
H11 -0.1038 3.2010 2.2074  0.47
H12 -5.4145 -2.7554 -0.7141  0.55
H13 0.5730 -2.7870 4.7800  0.21
H14 -0.0217 -3.4702 2.3697  0.41
H15 0.8024 0.4195 -5.2107  0.30
H16 -2.2167 2.5427 -1.9633  0.33
H17 0.4404 -1.0588 2.9732  0.42
H18 3.0757 3.4571 4.4778  0.45
H19 1.2934 3.3869 -4.7733  0.40
H20 -0.8721 3.7166 -3.3771  0.38
H21 1.3486 3.2555 -2.9975  0.35
H22 -0.8990 1.5059 3.9441  0.45
H23 -0.7082 -2.4581 5.9557  0.54
H24 -3.2558 2.3752 -3.3633  0.61

=====

Entry 3:
DFT (ωB97M-V/def2-TZVPD) results for a 2-piece molecular cluster, C2H11N4P overall in a non-equilibrium geometry.

The largest force on an atom comes out at 4.54 eV Å⁻¹. The value obtained for the lowest unoccupied orbital energy (spin up / spin down) is -0.2 / -0.2 eV. Its orbital gap (spin up / spin down) is 8.752 / 7.015 eV. For the relative energy (zero: lowest compared OMol25 entry of this formula, charge and spin), the calculation gives 328.4 kJ/mol. The highest occupied orbital energy (spin up / spin down) comes out at -8.936 / -7.193 eV.

Each line ends with the Mulliken charge.
Element x y z (Å)
P1 1.3119 1.1512 -0.1666  0.60
N1 -0.6639 -1.4207 0.1418  -0.25
N2 1.9769 1.9764 1.0193  -0.61
N3 2.2659 0.4824 -1.4567  -0.66
N4 0.4111 2.2625 -1.0268  -0.61
C1 -1.8905 -0.8364 -0.2314  -0.73
C2 -0.8615 -1.8035 1.5425  -0.97
H1 -0.4511 2.6019 -0.6086  0.29
H2 -1.2022 -0.9663 2.1136  0.38
H3 2.7258 -0.4286 -1.1806  0.28
H4 -2.2395 -1.0601 -1.2462  0.27
H5 -1.4854 -2.6425 1.6199  0.43
H6 0.0454 1.8398 -1.7812  0.24
H7 -2.5969 -1.2215 0.5177  0.40
H8 -1.9699 0.3359 -0.1743  0.17
H9 2.8407 1.6159 1.2944  0.23
H10 1.6912 0.2520 -2.3144  0.26
H11 0.0922 -2.1384 1.9377  0.28